Entry 1:
DFT (ωB97M-V with the def2-TZVPD basis set) results for a molecular structure, C23H31N8O4Tc in a non-equilibrium geometry.

For the energy relative to the best compared isomer or geometry (same formula, charge and spin), the calculation gives 5.8 kcal/mol. As for the multiplicity: 4. The calculation puts the HOMO-LUMO gap (alpha / beta) at 6.786 / 5.282 eV. Its expectation value of S² is 3.86. As for the LUMO energy (alpha / beta): -0.33703 / -0.40325 Eh. The charge is +3.

Each line ends with the Mulliken charge.
Geometry (Å):
Tc -0.4305 -0.4899 0.1739  0.575
C 1.4495 -2.1255 2.3480  -1.303
O 0.7771 -0.9087 1.9370  0.164
C 0.8159 0.1825 2.7990  1.504
C 1.6162 0.2476 3.9215  -0.771
C 1.5954 1.3962 4.7018  -0.731
C 0.7805 2.4708 4.3646  -0.880
C -0.0314 2.3991 3.2516  -0.763
C -0.0314 1.2487 2.4613  -0.018
N -0.8475 1.0828 1.3248  0.912
N -1.7465 1.9950 1.1450  -0.941
C -2.5713 2.0790 0.1093  0.105
C -2.5189 1.1988 -1.0618  1.076
O -1.6592 0.2380 -1.1448  -0.382
C -3.4129 1.4137 -2.1127  -0.926
C -4.3236 2.4428 -2.0687  -0.733
C -4.4219 3.3184 -0.9609  0.657
C -5.3745 4.3484 -0.9421  -0.779
C -5.4870 5.1870 0.1540  -0.642
C -4.6464 5.0039 1.2448  -0.794
C -3.6894 3.9948 1.2425  -0.278
C -3.5568 3.1415 0.1454  0.681
H 1.0725 -2.4486 3.3172  0.487
H 2.5238 -1.9591 2.3948  0.391
H 1.2380 -2.8800 1.5973  0.404
H 2.2529 -0.5783 4.2037  0.486
H 2.2266 1.4465 5.5784  0.451
H 0.7762 3.3631 4.9746  0.453
H -0.6732 3.2214 2.9735  0.473
H -3.3655 0.7360 -2.9549  0.526
H -4.9954 2.5872 -2.9070  0.461
H -6.0268 4.4768 -1.7973  0.457
H -6.2247 5.9772 0.1668  0.439
H -4.7372 5.6499 2.1074  0.445
H -3.0453 3.8626 2.0992  0.429
N 1.1803 0.4062 -1.1036  -0.453
C 2.3035 -0.5493 -1.3192  0.205
C 2.7581 -0.6438 -2.7957  -0.959
C 4.2283 -0.2896 -3.0764  -0.501
C 5.1099 -1.5371 -3.1722  -1.285
N 5.3151 -2.2227 -1.8967  0.060
C 6.4204 -2.2054 -1.1637  0.864
N 7.4337 -1.3875 -1.4436  -0.349
N 6.5055 -3.0016 -0.0936  -0.391
C 1.8699 -1.9607 -0.8521  0.106
O 2.7286 -2.8134 -0.7586  -0.695
O 0.6063 -2.0976 -0.5932  -0.670
H 0.6681 0.4900 -1.9807  0.413
H 1.5323 1.3367 -0.8961  0.279
H 3.1356 -0.2657 -0.6747  0.582
H 2.1035 -0.0147 -3.4038  0.536
H 2.5910 -1.6652 -3.1411  0.536
H 4.6176 0.3932 -2.3163  0.358
H 4.2933 0.2215 -4.0377  0.384
H 6.0717 -1.2868 -3.6180  0.500
H 4.6355 -2.2530 -3.8429  0.332
H 4.5454 -2.8014 -1.5809  0.227
H 7.4349 -0.8134 -2.2676  0.166
H 8.3066 -1.4624 -0.9480  0.221
H 5.8344 -3.7359 0.0532  0.198
H 7.3544 -3.0499 0.4442  0.215
N -2.8556 -2.1965 -0.1692  -0.517
N -2.0675 -1.7467 0.9404  -0.206
H -3.6409 -2.7543 0.1494  0.285
H -2.2802 -2.7729 -0.7719  0.249
H -1.6819 -2.5282 1.4740  0.351
H -2.6964 -1.2541 1.5676  0.322

Force components x, y, z for each atom (eV/Å):
0.50 0.14 -0.17
0.17 -0.45 0.09
-0.21 0.11 -0.39
-0.17 0.48 0.19
0.07 -0.21 -0.05
-0.05 0.05 -0.02
0.03 -0.02 0.03
-0.10 -0.04 -0.13
0.30 -0.04 0.37
-0.36 -0.55 -0.84
-0.02 0.55 0.51
0.21 -0.39 -0.17
-0.61 0.59 0.18
0.68 -0.54 -0.07
0.34 -0.40 -0.06
-0.03 0.10 0.10
-0.03 0.13 0.13
0.02 -0.17 -0.19
0.06 0.07 0.21
-0.12 0.04 -0.12
0.13 -0.16 -0.04
-0.12 0.15 0.05
-0.05 0.14 0.00
-0.02 0.10 -0.01
-0.05 0.10 -0.07
0.00 0.02 0.00
-0.01 0.00 0.00
0.01 -0.01 0.00
0.01 0.01 0.02
-0.02 0.06 -0.02
-0.01 -0.01 0.01
0.00 0.00 0.01
-0.01 -0.01 -0.03
0.01 0.00 0.00
-0.01 0.02 0.01
-0.36 -0.21 0.34
-0.13 -0.65 -0.01
0.05 0.13 0.06
-0.03 -0.17 0.03
0.05 0.22 0.03
0.10 -0.01 -0.17
-0.04 -0.05 -0.08
0.07 -0.01 -0.01
0.02 0.04 0.08
0.72 0.84 -0.24
-0.45 -0.24 0.06
-0.81 -0.21 0.37
-0.03 0.11 -0.01
-0.01 0.01 0.10
-0.04 0.15 0.00
0.05 0.05 0.03
-0.14 0.03 -0.08
0.02 0.04 -0.07
0.02 0.01 0.03
0.00 -0.08 -0.01
0.10 -0.03 -0.06
-0.04 0.05 0.18
-0.03 0.03 0.02
0.01 -0.03 -0.01
-0.04 -0.02 -0.04
0.01 0.00 0.01
-0.24 0.07 -0.23
0.53 0.04 -0.07
0.03 -0.09 0.13
0.09 -0.02 0.00
-0.02 -0.03 0.08
0.01 0.13 0.04

Entry 2:
DFT (ωB97M-V with the def2-TZVPD basis set) results for a molecular structure, H3O2.

For the energy relative to the best compared isomer or geometry (same formula, charge and spin), the calculation gives 1.2 kcal/mol. As for the multiplicity: 1. The calculation puts the HOMO-LUMO gap at 9.029 eV. As for the LUMO energy: 0.20823 Eh. The charge is -1.

Each line ends with the Mulliken charge.
Geometry (Å):
O -0.8015 -0.0975 -0.9520  -0.881
H -1.4309 -0.6884 -0.5048  0.215
O 0.7285 0.6206 0.8160  -0.954
H 1.4674 -0.0099 0.8022  0.202
H 0.0365 0.1753 -0.1614  0.418

Force components x, y, z for each atom (eV/Å):
-0.09 -0.52 -0.08
0.48 0.39 -0.13
0.58 -0.67 -0.33
-0.19 0.35 0.17
-0.79 0.44 0.37

Entry 3:
DFT (ωB97M-V with the def2-TZVPD basis set) results for 7 unconnected molecules or ions with the total composition C24H41FO6 in a non-equilibrium geometry.

As for the multiplicity: 2. The calculation puts the HOMO-LUMO gap (alpha / beta) at 2.088 / 9.663 eV. Its expectation value of S² is 0.75. As for the LUMO energy (alpha / beta): 0.09221 / 0.08989 Eh. The charge is -1.

Each line ends with the Mulliken charge.
Geometry (Å):
F 1.6968 -3.0004 -2.0601  -0.338
C 2.6434 -2.0474 -1.7655  0.642
C 2.1327 -0.7598 -1.6131  -0.302
C 3.0368 0.2837 -1.4183  -0.825
C 4.3586 0.0016 -1.4697  -0.458
C 4.8797 -1.2881 -1.5616  -0.485
C 4.0031 -2.3630 -1.6538  -0.656
H 1.0634 -0.6466 -1.7139  0.465
H 2.5900 1.2640 -1.3423  0.681
H 5.0399 0.8296 -1.3406  0.351
H 5.9268 -1.5381 -1.6484  0.390
H 4.2898 -3.4002 -1.7454  0.474
C -1.0681 -0.5657 0.7781  1.079
C -0.7142 0.8943 0.6457  1.161
O 0.4357 1.3029 1.0310  -0.638
C -1.7053 1.8047 0.0426  -0.622
H -0.3197 -1.1261 1.3385  -0.982
H -1.0940 -0.9593 -0.2381  -0.329
H -2.1035 -0.6001 1.1170  -0.091
H -2.0814 1.2991 -0.8468  0.418
H -1.2454 2.7623 -0.2016  -0.316
H -2.5022 2.0490 0.7449  0.018
C 2.0379 -0.6624 2.9389  -0.283
C 3.4517 -1.2586 3.1793  0.498
O 4.1962 -0.8791 4.0829  -0.603
C 4.0342 -2.2540 2.2038  -0.330
H 1.7213 -0.6577 1.8959  -0.265
H 2.0604 0.3798 3.2573  0.355
H 1.3439 -1.2178 3.5699  0.274
H 3.3407 -3.0929 2.1448  0.236
H 5.0895 -2.5258 2.2231  0.360
H 3.9406 -1.7913 1.2213  -0.214
C 0.9908 4.9246 -1.1070  -0.094
C 1.6947 5.6987 0.0046  0.630
O 2.2045 6.8163 -0.2061  -0.586
C 1.8074 4.9835 1.3219  -0.933
H 0.5548 5.6162 -1.8279  0.411
H 0.2967 4.2470 -0.6097  -0.358
H 1.6722 4.2287 -1.5964  0.196
H 2.2942 5.5822 2.0918  0.338
H 2.3077 4.0186 1.2396  0.211
H 0.8018 4.8546 1.7221  0.297
C 0.6543 -3.6512 0.3832  -0.210
C 0.0382 -4.5038 1.5058  0.343
O 0.3555 -5.7087 1.6744  -0.559
C -0.9985 -3.8623 2.4169  -0.860
H 1.5141 -4.1504 -0.0635  0.414
H 1.0307 -2.6930 0.7413  -0.367
H -0.1947 -3.5390 -0.2912  0.427
H -1.4337 -4.4944 3.1909  0.402
H -1.7711 -3.4576 1.7632  0.291
H -0.6438 -2.9259 2.8475  0.154
C -5.1095 1.6090 0.7358  -1.392
C -5.0815 0.6707 1.9073  0.235
O -4.0945 -0.0107 2.2009  -0.239
C -6.4127 0.6253 2.7327  -1.436
H -6.1008 1.7156 0.2953  0.935
H -4.4889 1.2066 -0.0647  0.099
H -4.7209 2.5903 1.0082  0.091
H -6.3180 -0.0188 3.6069  0.315
H -7.2230 0.3364 2.0634  0.396
H -6.6779 1.6204 3.0898  0.418
C -1.5239 -1.0784 -3.4700  -0.440
C -1.4192 0.2702 -4.2035  0.605
O -0.8221 1.2089 -3.6893  -0.264
C -2.1444 0.2724 -5.5258  -1.721
H -0.6356 -1.5900 -3.8408  0.041
H -2.4188 -1.5628 -3.8607  1.021
H -1.5866 -0.8212 -2.4127  -0.749
H -1.6526 -0.3966 -6.2320  0.423
H -2.0806 1.2545 -5.9943  0.375
H -3.1439 -0.1224 -5.3438  0.476

Force components x, y, z for each atom (eV/Å):
1.07 0.22 0.04
-0.67 0.38 0.12
0.57 -0.96 -0.14
-2.24 -0.64 -0.50
2.22 0.51 0.60
-0.72 -0.68 -0.21
-1.31 0.22 -0.56
-0.05 0.29 0.08
0.45 0.25 0.18
0.26 0.05 -0.15
0.20 0.49 0.30
0.26 0.01 -0.02
-0.13 0.90 -0.49
4.03 0.58 1.95
-3.24 -0.98 -1.30
0.24 0.53 0.08
-0.41 0.24 0.18
-0.04 -0.22 -0.28
0.11 -0.43 0.38
-0.52 0.22 -0.21
0.11 -0.16 -0.22
-0.10 -0.48 -0.12
1.26 -0.34 0.31
1.94 0.76 0.69
-1.53 -0.05 -0.59
-1.23 0.29 -1.24
0.13 -0.24 0.10
-0.04 -0.12 0.14
-0.19 0.02 -0.07
0.26 -0.44 0.00
-0.23 -0.02 1.01
-0.27 0.15 -0.32
0.14 0.09 0.96
1.63 1.71 -1.19
-1.27 -2.25 0.61
-0.21 0.64 0.67
-0.08 -0.27 0.07
-0.49 0.21 -0.35
0.34 0.26 -0.12
0.37 0.14 -0.35
-0.25 -0.08 -0.14
-0.17 -0.51 -0.19
-0.30 -0.96 1.21
1.24 -2.71 1.20
-0.76 3.11 -0.67
0.07 0.62 -0.79
-0.49 -0.29 -0.06
-0.43 0.14 0.04
0.35 0.40 -0.48
0.28 -0.17 -0.31
-0.45 -0.25 -0.10
0.45 -0.11 0.25
0.11 -0.36 -0.58
0.20 -0.67 1.29
-1.74 1.08 -0.47
1.19 0.07 -0.33
-0.16 0.12 0.31
0.23 -0.02 -0.03
-0.09 0.02 0.11
-0.03 -0.19 -0.25
-0.04 -0.29 0.02
0.18 0.19 -0.12
-0.20 1.57 -1.20
0.38 -0.01 1.13
-0.72 -0.78 -1.00
0.74 0.63 -0.12
0.13 -0.49 0.64
0.06 -0.37 0.46
0.24 -0.64 0.04
0.08 -0.37 0.16
-0.49 0.09 0.17
-0.18 0.35 -0.24